Entry 1:
{"formula": "C24H43CeClP2", "method": "ωB97M-V with the def2-TZVPD basis set", "elements": ["Ce", "C", "C", "C", "C", "C", "C", "H", "H", "H", "C", "H", "H", "H", "C", "H", "H", "H", "C", "H", "H", "H", "C", "H", "H", "H", "C", "C", "C", "C", "C", "C", "C", "C", "H", "H", "H", "H", "H", "H", "H", "H", "H", "H", "H", "H", "P", "C", "C", "P", "C", "C", "C", "H", "H", "H", "H", "H", "H", "H", "H", "H", "H", "H", "H", "H", "H", "Cl", "C", "H", "H"], "positions_angstrom": [[1.0728, 0.4394, 0.7095], [2.3772, 2.8837, 0.2391], [1.2115, 3.1593, 1.0252], [2.8431, 2.2660, 2.4097], [3.3923, 2.3701, 1.1172], [1.5057, 2.7515, 2.3648], [2.5913, 3.2193, -1.1947], [1.6718, 3.0655, -1.7781], [3.3921, 2.6014, -1.6376], [2.8813, 4.2823, -1.3010], [4.8082, 2.0887, 0.7740], [5.0492, 2.4906, -0.2146], [5.0148, 1.0140, 0.7692], [5.4882, 2.5600, 1.4984], [3.5849, 1.8520, 3.6366], [4.2789, 2.6360, 3.9601], [4.1615, 0.9469, 3.4381], [2.8935, 1.6522, 4.4605], [0.6168, 2.9623, 3.5447], [0.8090, 3.9329, 4.0361], [0.7844, 2.1734, 4.2916], [-0.4411, 2.9401, 3.2476], [-0.0038, 3.8658, 0.5657], [0.0250, 4.9278, 0.8622], [-0.9061, 3.4303, 1.0119], [-0.1048, 3.8335, -0.5243], [-1.4764, -2.7890, -2.3977], [-1.7180, -1.6233, -3.0392], [-3.0878, -1.0685, -3.2847], [-4.1157, -1.3197, -2.1516], [-3.5113, -1.2593, -0.7859], [-3.1598, -2.3367, -0.0431], [-2.9340, -3.7263, -0.5713], [-2.5170, -3.8037, -2.0492], [-3.4476, -1.5271, -4.2252], [-4.6661, -2.2554, -2.3227], [-3.0606, 0.0230, -3.4764], [-3.3878, -3.7475, -2.7158], [-0.4590, -3.1600, -2.2324], [-0.9728, -1.1976, -3.7105], [-2.0701, -4.7865, -2.2234], [-2.1777, -4.2742, 0.0316], [-3.3279, -2.3149, 1.0346], [-3.8854, -4.2681, -0.4128], [-4.8634, -0.5180, -2.2008], [-3.6005, -0.2725, -0.3262], [0.7093, -0.5269, -1.6672], [1.4540, -1.5086, -2.9356], [-0.3700, 0.8626, -2.2002], [-0.9192, -0.9871, 1.6864], [-0.3748, -1.3776, -0.3206], [-2.3801, 0.0857, 1.7971], [-1.1434, -2.5534, 2.5080], [2.2687, -2.1001, -2.4845], [1.9041, -0.8327, -3.6788], [0.7421, -2.1825, -3.4184], [-1.4127, 0.5397, -2.3215], [0.0166, 1.2015, -3.1743], [-0.3548, 1.7377, -1.5211], [-1.6620, -3.2716, 1.8703], [-1.7032, -2.3710, 3.4362], [-0.1534, -2.9455, 2.7818], [-0.1606, -2.4561, -0.2838], [-1.3576, -1.1678, -0.7369], [-2.3123, 0.6218, 2.7541], [-3.3011, -0.4987, 1.7841], [-2.4264, 0.8475, 1.0048], [2.6303, -1.6084, 2.6516], [2.9531, -1.0540, 0.9920], [2.8100, -1.9031, 0.3071], [3.9843, -0.6708, 0.9601]], "forces_ev_per_a": [[4.525, 3.714, 3.372], [0.190, -0.549, 0.685], [0.823, -1.151, 0.022], [-0.735, -0.129, -0.081], [-1.013, -0.270, -0.561], [-0.142, -0.211, -0.469], [0.136, 0.233, -0.490], [0.267, 0.149, -0.016], [-0.375, 0.315, 0.126], [-0.126, -0.450, -0.087], [0.331, 0.066, -0.229], [0.084, -0.141, 0.174], [0.188, 0.153, 0.014], [-0.195, -0.173, -0.175], [-0.136, -0.159, 0.023], [-0.082, -0.092, -0.064], [0.086, 0.042, 0.154], [0.219, 0.002, -0.075], [-0.197, -0.152, 0.307], [-0.086, -0.354, -0.214], [-0.153, 0.290, -0.083], [0.189, 0.088, 0.180], [-0.489, 0.373, -0.073], [-0.104, -0.318, -0.129], [-0.061, 0.178, -0.064], [-0.020, 0.099, 0.129], [-0.129, 0.347, -1.760], [-0.184, -1.809, -0.827], [-0.638, 0.043, -0.422], [0.325, 0.105, -0.934], [-0.954, -0.963, 1.077], [-1.530, 0.380, -0.598], [-0.506, -0.353, 0.133], [-0.382, -0.100, 0.484], [-0.046, 0.330, 0.265], [0.276, 0.322, 0.237], [0.220, -0.518, -0.030], [0.377, 0.102, 0.215], [-0.271, 0.203, -0.426], [0.202, 0.197, 0.631], [-0.091, 0.059, -0.003], [-0.381, 0.404, -0.111], [0.748, 0.355, -0.121], [0.407, -0.087, -0.081], [0.099, -0.234, -0.002], [-0.166, -0.414, 0.132], [0.096, 0.857, 1.256], [0.147, -1.042, -0.631], [-0.318, -0.179, -0.323], [0.952, 0.531, -0.750], [-0.697, 0.037, 0.489], [-0.504, -0.123, -0.030], [0.133, -0.583, 0.125], [-0.303, 0.258, -0.126], [-0.185, -0.061, 0.269], [0.365, 0.143, -0.140], [0.400, 0.274, 0.037], [-0.141, 0.025, 0.290], [0.229, -0.342, -0.089], [0.003, 0.031, 0.314], [0.002, -0.044, -0.251], [-0.245, 0.138, -0.121], [-0.204, 0.435, -0.037], [0.246, -0.651, 0.194], [0.138, -0.210, -0.106], [-0.016, 0.295, 0.024], [0.166, -0.263, 0.196], [-0.655, 0.384, -0.167], [0.083, 0.374, -0.776], [0.300, 0.056, 0.250], [-0.490, -0.260, -0.132]], "total_charge": 2, "total_energy_ha": -2557.54287, "homo_energy_ev": [-13.433, -13.433], "e_above_lowest_kj_mol": 335.0, "lumo_ev": [-7.1026, -7.1101], "homo_lumo_gap_ev": [6.331, 6.323], "spin_multiplicity": 1, "largest_force_ev_per_a": 6.76}


Entry 2:
{"formula": "C18H55N3O8", "method": "ωB97M-V with the def2-TZVPD basis set", "elements": ["C", "O", "C", "C", "C", "N", "H", "H", "H", "H", "H", "H", "H", "H", "H", "H", "H", "C", "O", "C", "C", "C", "N", "H", "H", "H", "H", "H", "H", "H", "H", "H", "H", "H", "C", "O", "C", "C", "C", "N", "H", "H", "H", "H", "H", "H", "H", "H", "H", "H", "H", "C", "C", "O", "H", "H", "H", "H", "H", "H", "C", "C", "O", "H", "H", "H", "H", "H", "H", "C", "C", "O", "H", "H", "H", "H", "H", "H", "O", "H", "H", "O", "H", "H"], "positions_angstrom": [[0.0984, 0.6898, -24.0023], [0.0136, 2.0820, -24.3524], [1.1582, 2.9238, -24.2093], [0.7724, 4.3891, -24.6634], [1.9738, 5.3475, -24.5982], [-0.3070, 4.8544, -23.8134], [0.9950, 0.1585, -24.3214], [-0.7230, 0.1514, -24.4751], [-0.0044, 0.5950, -22.9213], [1.4510, 2.9165, -23.1594], [1.9303, 2.4878, -24.8432], [0.4509, 4.2689, -25.6980], [2.3107, 5.3870, -23.5623], [1.6199, 6.3462, -24.8540], [2.8613, 5.0692, -25.1667], [-0.7483, 5.6590, -24.2353], [-1.0314, 4.1507, -23.8016], [3.5139, 0.8561, -19.9977], [3.0641, -0.4878, -20.1040], [1.6147, -0.6595, -20.2483], [1.1021, -1.7961, -19.2908], [1.8415, -3.1122, -19.5887], [-0.3124, -2.0004, -19.4453], [3.0902, 1.4472, -20.8096], [4.5937, 0.7521, -20.1041], [3.3324, 1.2987, -19.0183], [1.0382, 0.2366, -20.0184], [1.2883, -0.8612, -21.2686], [1.3735, -1.4988, -18.2779], [1.8463, -3.3496, -20.6526], [1.3680, -3.8834, -18.9812], [2.8855, -3.0514, -19.2814], [-0.7635, -1.1211, -19.6534], [-0.4881, -2.6630, -20.1871], [-8.4028, -0.1037, -19.5068], [-7.0324, -0.4553, -19.4036], [-6.2294, 0.7310, -19.6362], [-4.7796, 0.4569, -19.3676], [-4.4289, 0.0205, -17.9944], [-3.9846, 1.6596, -19.7187], [-8.6727, 0.2772, -20.4918], [-8.7005, 0.7189, -18.8565], [-9.0652, -0.9621, -19.3951], [-6.2373, 0.9928, -20.6943], [-6.4741, 1.5670, -18.9810], [-4.4664, -0.3020, -20.0845], [-4.9351, -0.9356, -17.8616], [-4.8021, 0.7410, -17.2666], [-3.3553, -0.1518, -17.9177], [-4.1781, 1.9144, -20.6767], [-4.2505, 2.4049, -19.0911], [-3.3555, 1.4886, -23.7171], [-4.8551, 1.5374, -23.4408], [-4.9230, 2.4222, -22.2871], [-3.0404, 2.3277, -24.3374], [-3.2337, 0.6396, -24.3898], [-2.7336, 1.2781, -22.8470], [-5.2638, 0.5408, -23.2743], [-5.5085, 1.8274, -24.2636], [-5.6282, 3.0439, -22.4813], [-0.9991, 2.6194, -17.4179], [-1.0233, 4.1282, -17.6712], [-1.9373, 4.6058, -18.6023], [-0.2939, 2.4088, -16.6140], [-0.6114, 1.9526, -18.1881], [-1.9611, 2.1710, -17.1698], [-0.0176, 4.4348, -17.9587], [-1.2014, 4.7187, -16.7724], [-1.4838, 4.7935, -19.4273], [-4.3722, -2.6666, -22.1132], [-2.8686, -2.9646, -22.0109], [-2.0513, -1.8116, -22.2039], [-4.6266, -2.4385, -23.1483], [-4.7579, -1.7994, -21.5771], [-5.0880, -3.4818, -22.0081], [-2.6689, -3.8036, -22.6774], [-2.5937, -3.2694, -21.0011], [-2.0914, -1.1768, -21.4849], [-1.7158, 0.3550, -20.4336], [-2.5555, 0.5721, -20.0286], [-1.3840, 1.1911, -20.7610], [-0.9912, 2.7897, -21.4663], [-0.6841, 2.6263, -22.3580], [-0.4808, 3.5437, -21.1710]], "forces_ev_per_a": [[-0.052, 0.344, 0.207], [-0.638, -0.004, -0.260], [-0.593, 0.206, -0.351], [1.007, -1.712, -0.088], [-0.460, -0.321, 0.793], [-0.048, 0.103, 0.211], [0.419, 0.469, -0.099], [-0.166, 0.371, 0.071], [0.075, -0.245, 0.127], [0.398, 0.159, 0.191], [0.427, 0.340, 0.061], [-0.040, 0.075, -0.292], [-0.061, 0.125, 0.173], [0.245, 0.041, -0.188], [-0.359, -0.088, -0.409], [0.039, 0.309, 0.044], [-0.178, -0.205, 0.008], [0.252, -1.036, -0.293], [-1.726, -0.038, -0.085], [0.369, -0.381, 1.120], [1.455, 0.047, -1.347], [0.148, 0.548, 0.589], [-0.103, -0.108, 0.518], [0.088, 0.339, 0.054], [0.041, 0.411, -0.158], [-0.379, 0.075, 0.067], [0.350, 0.480, 0.439], [0.543, -0.466, -0.377], [-0.205, 0.117, 0.195], [-0.311, -0.127, -0.028], [-0.015, -0.253, -0.266], [0.002, 0.091, -0.005], [-0.278, -0.028, -0.111], [-0.070, 0.136, -0.190], [-0.335, 0.060, -0.646], [-0.205, 1.382, 0.039], [0.189, -1.282, 0.120], [0.983, 0.583, -1.108], [-0.412, -0.849, 0.167], [-0.416, -0.881, 0.533], [0.375, 0.062, -0.536], [0.144, -0.170, 0.600], [0.398, -0.160, 0.509], [-0.685, 0.346, -0.033], [-0.751, 0.135, -0.024], [0.071, -0.325, 0.005], [0.008, -0.019, 0.512], [0.196, -0.012, 0.233], [-0.024, 0.186, 0.226], [-0.085, 0.457, 0.047], [0.198, 0.370, -0.049], [-0.813, -1.098, -1.867], [1.153, 0.148, 0.836], [-1.279, -0.246, -1.141], [0.206, 0.328, 0.572], [0.368, -0.297, -0.068], [-0.313, 0.344, 0.063], [0.211, -0.211, 0.968], [0.440, 0.875, -0.205], [-0.096, 0.193, 0.380], [0.044, -0.418, 0.265], [1.177, -0.224, 0.516], [-0.870, 0.109, -0.996], [-0.168, 0.217, 0.445], [-0.042, 0.582, -0.752], [-0.151, 0.357, 0.216], [0.298, -0.046, -0.122], [-0.175, -0.479, 0.434], [-0.210, -0.101, -0.006], [-0.537, 0.340, -1.251], [-0.698, 0.743, 1.765], [-0.015, -0.789, -2.000], [0.461, 0.422, -0.438], [0.356, -0.147, 0.467], [0.465, -0.469, 0.875], [0.630, 0.467, -0.301], [-0.445, -0.686, 0.185], [-0.168, 0.210, 0.495], [0.656, -1.389, -0.315], [-0.569, 0.855, 0.475], [0.147, 0.686, -0.101], [-0.146, -0.086, 0.336], [0.096, -0.046, -0.659], [0.163, 0.199, 0.014]], "total_energy_ha": -1484.86775, "homo_energy_ev": -8.335, "e_above_lowest_kj_mol": 82.7, "lumo_ev": 0.4058, "homo_lumo_gap_ev": 8.741, "spin_multiplicity": 1, "largest_force_ev_per_a": 2.31, "smiles": "COC[C@H](C)N.COC[C@H](C)N.COC[C@H](C)N.CCO.CCO.CCO.O.O"}